1:
The following is a DFT calculation (ωB97M-V/def2-TZVPD) of a molecular structure, C5H12NO2.

Computed properties:
HOMO = -0.1493 hartree
Charge = -1
HOMO-LUMO gap = 8.06 eV

Last column: natural (NBO) charge in e.
Geometry (Å):
C 1.557 -2.081 -0.914  0.50
N 0.332 -1.635 -1.209  -0.67
C -0.757 -2.540 -0.841  -0.43
O 1.900 -3.257 -0.739  -0.73
H 2.286 -1.253 -0.829  0.08
H -0.016 -0.426 -1.086  0.46
H -0.962 -2.513 0.232  0.17
H -0.514 -3.568 -1.117  0.19
H -1.648 -2.221 -1.389  0.18
C 0.301 1.682 -0.465  -0.03
O -0.493 0.679 -0.962  -0.87
C 0.336 1.678 1.071  -0.42
C -1.045 1.964 1.664  -0.61
H -0.036 2.695 -0.766  0.11
H 1.327 1.604 -0.864  0.12
H 1.063 2.390 1.481  0.17
H 0.647 0.664 1.349  0.19
H -1.062 2.139 2.743  0.18
H -1.732 1.146 1.443  0.22
H -1.486 2.853 1.197  0.19

***

2:
The following is a DFT calculation (ωB97M-V/def2-TZVPD) of 2 unconnected molecules or ions with the total composition C5H12NO2.

Computed properties:
HOMO = -0.1185 hartree
Charge = -1
HOMO-LUMO gap = 6.79 eV

Last column: natural (NBO) charge in e.
Geometry (Å):
C 1.046 0.868 1.690  -0.03
O 1.878 1.924 1.394  -0.91
C 0.818 -0.105 0.478  -0.43
C -0.571 -0.765 0.579  -0.47
C -1.092 -1.204 -0.764  0.23
C -1.856 -0.403 -1.524  -0.58
N -0.598 -2.422 -1.206  -0.84
H 0.057 1.245 2.047  0.10
H 1.629 0.363 2.490  0.13
H 1.628 -0.822 0.659  0.18
H 0.904 0.376 -0.490  0.21
H -0.662 -1.507 1.375  0.20
H -1.214 0.050 0.929  0.22
H -2.356 -0.814 -2.391  0.17
H -2.194 0.564 -1.183  0.21
H 0.152 -2.749 -0.625  0.38
H -0.748 -2.806 -2.116  0.38
H 1.501 2.698 0.342  0.50
H 0.640 2.407 -1.103  0.43
O 1.038 3.103 -0.581  -1.10

***

3:
The following is a DFT calculation (ωB97M-V/def2-TZVPD) of 2 unconnected molecules or ions with the total composition C5H12NO2.

Computed properties:
HOMO = -0.0604 hartree
Charge = -1
HOMO-LUMO gap = 5.09 eV

Last column: natural (NBO) charge in e.
Geometry (Å):
C -0.255 -2.512 0.743  -0.06
O 0.232 -3.207 1.912  -0.74
C 0.754 -1.396 0.432  -0.41
C 0.448 -0.545 -0.827  -0.42
C -0.554 0.555 -0.372  -0.60
C -0.996 1.673 -1.050  0.05
N -2.072 2.405 -0.839  -0.90
H -0.430 -3.321 0.043  0.17
H -1.273 -2.108 0.936  0.16
H 0.933 -0.781 1.306  0.20
H 1.663 -1.968 0.118  0.19
H -0.002 -1.028 -1.675  0.19
H 1.388 -0.070 -1.049  0.16
H -0.886 0.411 0.668  0.15
H -0.373 2.135 -1.842  0.13
H -2.674 2.175 -0.056  0.29
H 1.964 2.402 -1.080  0.46
H 1.365 2.450 0.236  0.48
H 0.289 -2.565 2.621  0.45
O 1.783 3.055 -0.398  -0.95

***

4:
The following is a DFT calculation (ωB97M-V/def2-TZVPD) of 2 unconnected molecules or ions with the total composition C5H12NO2.

Computed properties:
HOMO = -0.0979 hartree
Charge = -1
HOMO-LUMO gap = 6.54 eV

Last column: natural (NBO) charge in e.
Geometry (Å):
C -0.761 2.413 -0.309  0.06
O -0.388 2.727 -1.457  -0.89
C -0.321 0.763 -0.033  -0.12
C -1.505 -0.133 0.211  -0.49
C -0.998 -1.541 0.362  -0.12
C 0.128 -1.801 1.047  -0.49
N 0.470 0.298 -1.252  -0.91
H -1.770 2.302 0.068  0.05
H -0.175 2.904 0.594  0.01
H 0.376 0.891 0.776  0.16
H -1.858 0.208 1.167  0.21
H -2.398 -0.069 -0.431  0.20
H -1.604 -2.290 -0.171  0.18
H 0.837 -1.001 1.443  0.21
H 0.380 -2.844 1.301  0.19
H -0.188 0.610 -1.994  0.36
H 1.124 1.167 -1.435  0.37
H 3.321 -1.525 -0.534  0.46
H 2.160 -1.505 0.231  0.49
O 3.170 -1.575 0.415  -0.96

***

Unit: eV. Relative energies: 1 0.000; 2 1.379; 3 2.270; 4 3.130.

***

1:
The following is a DFT calculation (ωB97M-V/def2-TZVPD) of a gas-phase ion, C5H12NO2 (charge -1).

Computed properties:
HOMO = -0.0902 hartree
Charge = -1
HOMO-LUMO gap = 6.07 eV
SMILES = N[C@@H](C[O-])CCCO

Last column: natural (NBO) charge in e.
Geometry (Å):
N 0.756 0.386 -2.377  -0.86
C 0.570 -0.298 -1.107  -0.07
C 2.015 -0.364 -0.389  0.01
O 2.504 -1.555 -0.592  -0.93
C -0.643 0.503 -0.374  -0.41
C -0.809 -0.534 0.720  -0.44
C -1.862 -0.036 1.764  -0.05
O -1.760 1.372 1.990  -0.76
H 1.591 1.092 -2.090  0.33
H 1.110 -0.313 -2.941  0.35
H 0.213 -1.373 -1.277  0.18
H 2.740 0.280 -0.646  0.11
H 1.819 -0.025 0.764  -0.03
H -0.268 1.373 -0.058  0.18
H -1.513 0.629 -1.052  0.19
H -1.196 -1.407 0.282  0.20
H 0.195 -0.565 1.181  0.23
H -2.848 -0.249 1.360  0.16
H -1.726 -0.658 2.738  0.13
H -0.886 1.742 2.106  0.47

***

2:
The following is a DFT calculation (ωB97M-V/def2-TZVPD) of 2 unconnected molecules or ions with the total composition C5H12NO2.

Computed properties:
HOMO = -0.1036 hartree
Charge = -1
HOMO-LUMO gap = 6.03 eV

Last column: natural (NBO) charge in e.
Geometry (Å):
C 2.594 0.129 1.003  -0.42
N 2.096 -0.804 -0.009  -0.68
C 0.690 -0.938 0.030  0.14
C -0.286 0.063 0.289  -0.23
C -1.701 -0.506 0.496  -0.66
O -4.068 1.029 -0.079  -1.32
C 0.038 0.256 -1.276  -0.09
O 0.979 1.064 -1.680  -0.81
H 2.250 1.158 0.798  0.19
H 2.235 0.027 2.017  0.19
H 3.679 0.219 0.940  0.19
H 2.197 -0.273 -0.908  0.41
H 0.355 -1.932 0.319  0.21
H -0.150 0.967 0.868  0.26
H -1.684 -1.518 0.087  0.18
H -1.942 -0.460 1.555  0.21
H -2.424 0.173 -0.020  0.33
H -3.829 1.259 -0.988  0.39
H -0.081 -0.631 -1.973  0.20
H -0.950 0.720 -1.469  0.32

***

3:
The following is a DFT calculation (ωB97M-V/def2-TZVPD) of a molecular structure, C5H12NO2.

Computed properties:
HOMO = -0.1175 hartree
Charge = -1
HOMO-LUMO gap = 7.28 eV

Last column: natural (NBO) charge in e.
Geometry (Å):
C -1.601 0.438 -0.893  -0.24
N -0.483 0.550 -1.880  -0.71
C 0.439 0.609 -0.904  0.48
C 0.883 1.790 -0.085  -0.14
O 1.401 1.505 1.148  -0.82
C 1.282 -0.657 -0.730  -0.19
O 1.968 -0.748 0.566  -0.87
C -1.523 -0.593 0.294  -0.64
H -2.564 0.227 -1.464  0.18
H -1.909 1.418 -0.470  0.15
H 0.414 -2.102 2.664  0.02
H 0.153 -2.655 2.238  -0.02
H 1.616 1.866 -0.910  0.19
H 0.144 2.621 0.024  0.17
H 1.673 0.357 0.923  0.47
H 0.578 -1.467 -0.884  0.18
H 2.086 -0.595 -1.461  0.18
H -0.744 -0.346 1.021  0.23
H -1.339 -1.545 -0.125  0.19
H -2.475 -0.673 0.927  0.19

***

Unit: eV. Relative energies: 1 0.000; 2 1.988; 3 1.468.

***

1:
The following is a DFT calculation (ωB97M-V/def2-TZVPD) of C4H7N3O2 in the gas phase.

Computed properties:
HOMO (spin up / spin down) = -0.3220 / -0.3218 hartree
HOMO-LUMO gap (spin up / spin down) = 6.72 / 6.68 eV

Last column: natural (NBO) charge in e.
Geometry (Å):
C 1.218 0.130 -1.190  -0.62
C 0.407 1.459 0.859  0.42
C -1.137 -0.446 -0.205  0.45
C 0.578 -0.050 0.192  0.34
N -1.620 -1.209 0.807  -0.84
O 1.395 2.016 1.538  -0.62
N -0.790 1.635 0.683  -0.13
N -1.572 -0.270 -1.381  -0.76
O 1.037 -0.836 1.056  -0.62
H 2.078 1.333 1.668  0.51
H -0.960 -1.506 1.513  0.41
H -2.405 -1.815 0.634  0.39
H -2.309 -0.922 -1.652  0.34
H 0.671 0.876 -1.758  0.25
H 2.258 0.432 -1.056  0.21
H 1.150 -0.825 -1.707  0.25

***

2:
The following is a DFT calculation (ωB97M-V/def2-TZVPD) of a molecular structure, C4H7N3O2.

Computed properties:
HOMO = -0.3246 hartree
HOMO-LUMO gap = 7.37 eV

Last column: natural (NBO) charge in e.
Geometry (Å):
C 2.620 0.418 0.286  -0.41
C -0.587 -0.626 0.077  -0.03
C -2.079 -0.643 0.112  -0.12
C 0.268 0.405 -0.059  0.40
H 2.314 1.367 -0.039  0.19
H 4.037 0.003 -0.039  0.26
H 2.573 0.719 1.679  0.20
H -2.475 -1.447 -0.586  0.20
H -2.515 -1.246 1.007  0.18
H -3.616 0.466 -1.029  0.42
H -0.735 1.754 -0.737  0.52
N 1.412 -0.185 -0.303  -0.23
N 1.306 -1.546 -0.167  -0.07
N -0.028 -1.747 -0.151  -0.22
O -2.706 0.620 0.232  -0.64
O 0.211 1.689 -0.283  -0.65

***

Unit: eV. Relative energies: 1 0.000; 2 5.076.

***

1:
The following is a DFT calculation (ωB97M-V/def2-TZVPD) of a molecular structure, C5H7N3.

Computed properties:
HOMO = -0.3177 hartree
HOMO-LUMO gap = 8.41 eV

Last column: natural (NBO) charge in e.
Geometry (Å):
C 1.135 0.112 0.064  0.20
C -0.898 1.404 -0.315  -0.26
C -1.126 0.106 0.256  -0.17
C -2.364 -0.711 0.071  -0.06
C -3.330 -1.256 -0.572  -0.23
H 3.465 -0.595 1.188  0.29
H 4.292 -0.730 -0.587  0.37
H 0.973 0.092 1.476  0.14
H -1.421 1.651 -1.395  0.26
H -0.798 2.166 0.611  0.22
H -0.582 -0.095 1.250  0.21
H -4.788 -1.314 -0.362  0.30
N 3.263 -0.947 -0.147  -0.67
N 2.145 -0.217 -0.851  -0.22
N 0.035 0.334 -0.686  -0.39

***

2:
The following is a DFT calculation (ωB97M-V/def2-TZVPD) of C5H7N3 in the gas phase.

Computed properties:
HOMO = -0.3370 hartree
HOMO-LUMO gap = 10.05 eV
SMILES = [H]/N=C1/NC=N[C@@H]1C=C

Last column: natural (NBO) charge in e.
Geometry (Å):
H 0.306 2.583 -1.143  0.37
N -0.328 2.173 -0.261  -0.68
C -0.602 0.926 -0.234  0.42
N -1.643 0.318 0.628  -0.64
C -1.628 -1.146 0.222  0.25
N -0.706 -1.475 -0.547  -0.40
C 0.029 -0.139 -0.812  -0.26
C 1.396 -0.558 -0.431  -0.17
C 1.898 -0.170 0.905  -0.39
H -2.286 0.775 1.105  0.40
H -2.483 -1.757 0.685  0.20
H -0.032 -0.139 -1.883  0.25
H 1.862 -1.550 -0.798  0.24
H 2.932 -0.418 1.159  0.21
H 1.285 0.576 1.406  0.20

***

Unit: eV. Relative energies: 1 8.551; 2 0.000.

***

1:
The following is a DFT calculation (ωB97M-V/def2-TZVPD) of C3H4N2O in the gas phase.

Computed properties:
HOMO = -0.3198 hartree
HOMO-LUMO gap = 8.99 eV

Last column: natural (NBO) charge in e.
Geometry (Å):
O -0.545 0.127 2.086  -0.67
C 0.011 0.236 0.848  0.21
C 0.999 0.721 0.136  -0.23
N 0.456 0.013 -1.735  -0.41
N -0.578 -0.699 -1.392  -0.20
C -1.032 -0.689 -0.218  -0.03
H -0.116 0.606 2.808  0.49
H 1.846 1.326 -0.144  0.24
H 1.038 -0.616 -2.332  0.37
H -2.080 -1.025 -0.058  0.22

***

2:
The following is a DFT calculation (ωB97M-V/def2-TZVPD) of a molecular structure, C3H4N2O.

Computed properties:
HOMO = -0.3431 hartree
HOMO-LUMO gap = 9.92 eV

Last column: natural (NBO) charge in e.
Geometry (Å):
N 0.222 -1.560 1.193  -0.70
C -0.823 -0.925 0.896  0.41
O -0.855 0.044 -0.070  -0.49
C 0.351 0.399 -0.676  -0.10
C 0.361 1.551 -1.498  0.07
N 0.449 2.569 -2.066  -0.32
H 0.051 -2.238 1.932  0.37
H -1.823 -1.032 1.330  0.17
H 1.065 -0.426 -0.733  0.26
H 1.001 1.619 -0.307  0.32

***

3:
The following is a DFT calculation (ωB97M-V/def2-TZVPD) of C3H4N2O in the gas phase.

Computed properties:
HOMO = -0.3802 hartree
HOMO-LUMO gap = 10.10 eV
SMILES = C/C(C#N)=N\O

Last column: natural (NBO) charge in e.
Geometry (Å):
C -0.022 0.826 0.004  -0.64
C -0.278 -0.563 -0.186  0.02
C -1.651 -0.801 -0.196  0.24
N -2.809 -0.756 0.103  -0.26
N 0.537 -1.541 0.004  0.01
O 1.750 -0.902 -0.030  -0.54
H 0.787 0.762 0.869  0.20
H 0.766 1.357 -0.778  0.24
H -0.720 1.584 -0.052  0.27
H 1.640 0.034 0.261  0.44

***

4:
The following is a DFT calculation (ωB97M-V/def2-TZVPD) of C3H4N2O in the gas phase.

Computed properties:
HOMO = -0.3925 hartree
HOMO-LUMO gap = 11.25 eV
SMILES = N#CCNC=O

Last column: natural (NBO) charge in e.
Geometry (Å):
N 2.786 -0.781 0.237  -0.30
C 1.703 -0.666 -0.149  0.26
C 0.328 -0.521 -0.667  -0.34
N -0.349 0.655 -0.175  -0.61
C -1.242 0.561 0.855  0.53
O -1.563 -0.481 1.384  -0.59
H 0.367 -0.513 -1.760  0.24
H -0.260 -1.386 -0.346  0.28
H -0.088 1.564 -0.525  0.41
H -1.658 1.542 1.143  0.12

***

Unit: eV. Relative energies: 1 4.729; 2 3.662; 3 4.144; 4 0.000.

***

1:
The following is a DFT calculation (ωB97M-V/def2-TZVPD) of C3H4N2O in the gas phase.

Computed properties:
HOMO = -0.3740 hartree
HOMO-LUMO gap = 10.57 eV
SMILES = [H]/N=C1/C=NCO1

Last column: natural (NBO) charge in e.
Geometry (Å):
H -2.504 1.013 -0.095  0.37
N -2.170 0.053 -0.085  -0.62
C -0.958 0.008 0.147  0.50
C -0.116 -1.156 0.176  -0.03
N 1.103 -0.861 0.029  -0.32
C 1.272 0.540 -0.084  0.05
O 0.113 1.133 0.301  -0.53
H -0.410 -2.101 0.342  0.21
H 2.177 0.868 0.444  0.20
H 1.493 0.505 -1.175  0.18

***

2:
The following is a DFT calculation (ωB97M-V/def2-TZVPD) of C3H4N2O in the gas phase.

Computed properties:
HOMO = -0.3916 hartree
HOMO-LUMO gap = 11.34 eV
SMILES = [H]/N=C/OCC#N

Last column: natural (NBO) charge in e.
Geometry (Å):
H 2.777 -0.779 0.690  0.35
N 2.391 -0.121 0.015  -0.65
C 1.138 -0.118 0.137  0.38
O 0.380 0.654 -0.690  -0.48
C -1.026 0.658 -0.554  -0.16
C -1.544 -0.446 0.275  0.23
N -1.866 -1.327 0.948  -0.28
H 0.562 -0.706 0.857  0.16
H -1.455 0.575 -1.557  0.24
H -1.356 1.609 -0.122  0.23

***

3:
The following is a DFT calculation (ωB97M-V/def2-TZVPD) of C3H4N2O in the gas phase.

Computed properties:
HOMO = -0.3060 hartree
HOMO-LUMO gap = 9.25 eV
SMILES = Oc1c[nH]cn1

Last column: natural (NBO) charge in e.
Geometry (Å):
O 2.217 -0.483 -0.066  -0.66
C 0.894 -0.209 -0.036  0.39
C -0.187 -1.047 -0.151  -0.21
N -1.282 -0.189 -0.028  -0.51
C -0.800 1.059 0.144  0.18
N 0.510 1.085 0.142  -0.52
H 2.628 0.385 0.078  0.49
H -0.285 -2.109 -0.321  0.23
H -2.264 -0.418 -0.029  0.42
H -1.430 1.928 0.266  0.20

***

Unit: eV. Relative energies: 1 1.736; 2 1.338; 3 0.000.